The following is a DFT calculation (ωB97M-V/def2-TZVPD) of a cluster of 2 separate species, C2H13N8 in total at a distorted geometry.

For the molar mass, the calculation gives 149.182 g mol⁻¹. Its max |F| is 3.24 eV/Å. Its charge is +1. As for the HOMO-LUMO gap: 7.48 eV.

CARTESIAN COORDINATES (ANGSTROEM)
C  2.31963  -0.30030  0.33254
C  -2.11810  0.62374  -0.25805
N  0.23256  1.20710  -0.17769
N  1.95977  -1.45948  -0.27142
N  -0.92844  0.60408  0.28036
N  3.36771  1.74562  0.21485
N  -4.43450  0.08503  -0.31166
N  3.12904  0.51670  -0.29094
N  -3.17690  0.09882  0.38284
N  1.15937  -2.49727  0.30390
H  2.24137  -0.11500  1.38682
H  -2.15789  1.17201  -1.23113
H  0.22256  1.55037  -1.10823
H  1.74355  -1.36065  -1.24649
H  -0.86892  0.13654  1.18733
H  3.18034  1.71686  1.23884
H  2.68318  2.44000  -0.16466
H  -4.46051  -0.85031  -0.79437
H  -5.20332  0.16810  0.33760
H  3.58436  0.34847  -1.18775
H  -3.39872  0.23919  1.35844
H  1.77695  -3.09309  0.90985
H  0.60753  -2.98454  -0.37147

Atomic partial charges in e from the natural (NBO) method, atoms 1 to 5: atom 1 (C): 0.412, atom 2 (C): 0.226, atom 3 (N): -0.830, atom 4 (N): -0.408, atom 5 (N): -0.276


The following is a DFT calculation (ωB97M-V/def2-TZVPD) of a cluster of 4 separate species, C2H13NO3 in total at a distorted geometry.

The structure (SMILES) is CCN.O.O.O. For the molar mass, the calculation gives 99.130 g mol⁻¹. Its max |F| is 2.78 eV/Å. As for the HOMO-LUMO gap: 10.83 eV.

CARTESIAN COORDINATES (ANGSTROEM)
C  -0.59936  2.11188  -1.30986
C  -1.75378  1.16310  -0.79871
N  -1.50660  -0.17442  -1.29831
H  -0.08040  2.55330  -0.49001
H  0.05262  1.45077  -1.84289
H  -1.03267  2.88480  -1.89670
H  -1.66303  1.09172  0.30640
H  -2.73997  1.51908  -0.97183
H  -1.95203  -0.90700  -0.76867
H  -1.90851  -0.21674  -2.24443
O  0.42679  -1.60749  3.74294
H  0.17954  -2.19330  3.02048
H  1.37254  -1.43217  3.65819
O  1.39642  -0.48644  -0.92124
H  0.53780  -0.20130  -1.39850
H  1.65840  0.28008  -0.41996
O  2.56402  -1.77519  1.54695
H  2.84304  -2.66421  1.33205
H  2.20515  -1.39647  0.75411

Atomic partial charges in e from the natural (NBO) method, atoms 1 to 5: atom 1 (C): -0.617, atom 2 (C): -0.220, atom 3 (N): -0.853, atom 4 (H): 0.212, atom 5 (H): 0.200


The following is a DFT calculation (ωB97M-V/def2-TZVPD) of a cluster of 4 separate species, C2H13NO3S in total at a distorted geometry.

The structure (SMILES) is NCCS.O.O.O. For the molar mass, the calculation gives 131.197 g mol⁻¹. Its max |F| is 1.57 eV/Å. As for the HOMO-LUMO gap: 9.91 eV.

CARTESIAN COORDINATES (ANGSTROEM)
N  0.84993  -1.45581  -0.34801
C  0.26351  -0.21214  0.20088
C  -0.91995  -0.46336  1.12800
S  -2.17667  0.84550  0.95330
H  1.30902  -1.17701  -1.21450
H  1.61747  -1.74728  0.24895
H  -0.14351  0.30003  -0.67418
H  0.98098  0.47347  0.65020
H  -1.45066  -1.28144  0.65077
H  -0.68079  -0.62047  2.17542
H  -3.22295  0.01434  1.05704
O  2.47288  1.64134  -0.77073
H  1.80713  2.31141  -0.84174
H  3.17871  1.90716  -1.38274
O  -1.41361  -3.64208  -0.07922
H  -0.85423  -3.00787  -0.57117
H  -1.06974  -3.47940  0.80480
O  -0.02106  3.10021  -0.99744
H  -0.61795  2.55630  -0.46675
H  0.09152  3.93710  -0.52290

Atomic partial charges in e from the natural (NBO) method, atoms 1 to 5: atom 1 (N): -0.851, atom 2 (C): -0.241, atom 3 (C): -0.531, atom 4 (S): -0.092, atom 5 (H): 0.374


For each record above, in turn, the calculated energy above the lowest of the compared OMol25 structures with the same formula, charge and spin values are 0.0 98.0 28.9 kJ/mol.